{
  "formula": "C6H10O",
  "method": "wB97M-V/def2-TZVPD",
  "de_lowest_kcal_mol": 40.9,
  "e_homo_ev": -9.219,
  "gap_ha": 0.3816,
  "symbols": ["C", "C", "C", "O", "C", "C", "C", "H", "H", "H", "H", "H", "H", "H", "H", "H", "H"],
  "xyz": [[-1.863, 1.650, -0.127], [-1.026, 0.448, -0.553], [-0.187, -0.153, 0.572], [-0.197, -1.607, 0.568], [1.224, -1.629, 0.596], [1.781, -1.024, -0.645], [1.340, -0.140, 0.497], [-1.238, 2.474, 0.237], [-2.557, 1.375, 0.676], [-2.457, 2.029, -0.965], [-0.373, 0.721, -1.391], [-1.685, -0.347, -0.918], [-0.535, 0.196, 1.555], [1.714, -2.365, 1.226], [2.858, -1.102, -0.774], [1.199, -1.074, -1.564], [2.003, 0.548, 1.009]]
}


{
  "formula": "C6H10O",
  "method": "wB97M-V/def2-TZVPD",
  "de_lowest_kcal_mol": 74.5,
  "e_homo_ev": -9.396,
  "gap_ha": 0.3800,
  "symbols": ["C", "C", "O", "C", "C", "C", "C", "H", "H", "H", "H", "H", "H", "H", "H", "H", "H"],
  "xyz": [[0.176, -0.974, -0.939], [0.481, -0.497, 0.395], [1.621, -0.223, 0.752], [-0.706, -0.186, 1.293], [-1.110, 1.239, 1.021], [-0.692, 1.703, -0.151], [0.056, 0.769, -1.106], [0.966, -1.237, -1.648], [-0.735, -1.568, -1.128], [1.733, -2.397, -0.139], [2.029, -1.801, 0.231], [-1.554, -0.864, 1.130], [-0.318, -0.331, 2.298], [-1.703, 1.809, 1.738], [-0.873, 2.731, -0.481], [1.094, 1.110, -1.228], [-0.464, 0.717, -2.039]]
}


{
  "formula": "C6H10O",
  "method": "wB97M-V/def2-TZVPD",
  "de_lowest_kcal_mol": 63.3,
  "smiles": "CC(C)=C/C=C/O",
  "e_homo_ev": -7.740,
  "gap_ha": 0.3078,
  "symbols": ["C", "C", "C", "C", "C", "C", "O", "H", "H", "H", "H", "H", "H", "H", "H", "H", "H"],
  "xyz": [[2.248, -1.559, 0.905], [1.198, -0.528, 0.636], [1.025, 0.473, 1.728], [0.489, -0.547, -0.507], [-0.949, -0.134, -0.563], [-1.728, 0.465, -1.472], [-2.505, 1.582, -1.039], [2.080, -2.165, 1.805], [3.233, -1.105, 1.055], [2.294, -2.379, 0.187], [0.027, 0.902, 1.606], [1.064, -0.006, 2.725], [1.658, 1.359, 1.675], [0.905, -0.946, -1.424], [-1.177, -0.158, 0.506], [-1.669, 0.334, -2.539], [-2.062, 2.265, -1.551]]
}


{
  "formula": "C6H10O",
  "method": "wB97M-V/def2-TZVPD",
  "de_lowest_kcal_mol": 40.7,
  "e_homo_ev": [-14.474, -14.875],
  "gap_ha": [0.3226, 0.2627],
  "multiplicity": 2,
  "total_charge": 1,
  "symbols": ["C", "C", "C", "C", "O", "C", "C", "H", "H", "H", "H", "H", "H", "H", "H", "H", "H"],
  "xyz": [[-2.878, 0.530, -0.255], [-1.416, 0.650, -0.491], [-0.885, 1.533, -1.421], [1.680, -1.340, 0.433], [2.929, -1.012, 1.035], [0.841, -0.155, 0.204], [-0.531, -0.091, 0.312], [-3.448, 1.351, -0.668], [-3.069, 0.384, 0.806], [-3.199, -0.426, -0.673], [-1.567, 2.034, -2.095], [0.188, 1.602, -1.500], [1.929, -1.745, -0.556], [1.241, -2.167, 1.001], [2.807, -0.254, 1.625], [1.463, 0.738, 0.110], [-0.983, -0.950, 0.809]]
}